#a
The following is a DFT calculation (ωB97M-V/def2-TZVPD) of a 3-piece molecular cluster, C4H14O2 overall.

Summary:
HOMO level	-10.6	eV
LUMO level	0.5435	eV
structure (SMILES)	CCCC.O.O

CARTESIAN COORDINATES (ANGSTROEM)
O 1.1841 0.4748 -2.5246
O 2.4796 -1.8705 -0.9833
C -1.8416 0.8212 0.4361
C 0.4108 0.2286 1.8260
C -2.2319 -0.6346 0.5893
C -0.5919 1.2067 1.2238
H 2.8619 -1.4177 -0.2339
H 2.0616 -1.1747 -1.4891
H -2.6244 1.5084 0.7525
H 1.1171 0.8486 2.3765
H 0.1125 -0.5149 2.5484
H -2.7064 -1.0875 -0.2842
H 0.8115 1.1254 -3.1256
H -1.7218 1.1198 -0.6169
H -0.9213 1.8783 2.0473
H -0.0549 1.9869 0.6671
H 1.0335 -0.1645 1.0006
H -2.7667 -0.8796 1.5156
H -1.3092 -1.2325 0.7193
H 0.5664 -0.2797 -2.4237

=====

#b
The following is a DFT calculation (ωB97M-V/def2-TZVPD) of a 3-piece molecular cluster, C4H14O2 overall.

Summary:
HOMO level	-10.6	eV
LUMO level	0.7335	eV
structure (SMILES)	CCCC.O.O

CARTESIAN COORDINATES (ANGSTROEM)
O -1.7974 -0.2863 1.4596
O -0.4490 2.9590 0.2258
C -0.0559 0.3844 -1.9033
C 0.1406 -0.8828 -0.9755
C 1.2239 -1.8678 1.1219
C 1.3027 -0.7805 -0.0096
H -0.9848 -0.0434 -2.5139
H -1.2681 -0.0051 0.8209
H 2.1626 -0.9357 -0.6180
H 0.8470 0.4517 -2.5566
H 2.1495 -2.4757 1.2866
H 1.4041 0.2748 0.5110
H -2.5410 -0.8250 1.0671
H -0.8779 -1.2809 -0.7400
H -0.5817 3.3830 -0.6962
H 0.4506 -2.5579 0.8882
H 0.3667 3.3043 0.5213
H -0.2220 1.2881 -1.2430
H 0.4021 -1.7800 -1.6999
H 0.9971 -1.3000 2.0890

=====

So which one is most stable? That would be #a, about 1.024 eV below the next structure.

=====

#a
The following is a DFT calculation (ωB97M-V/def2-TZVPD) of one molecule with the formula C3H6N4S.

Summary:
HOMO level	-8.4	eV
LUMO level	0.7356	eV
structure (SMILES)	Cn1ncc(NS)n1

CARTESIAN COORDINATES (ANGSTROEM)
S 0.0585 2.6775 -0.4507
N 0.1874 -0.0871 0.6064
N -0.5153 1.1605 -1.1841
N 0.1990 -1.4968 0.9052
N -0.3554 -2.2200 -0.0681
C -0.3464 -0.1328 -0.5762
C 1.0942 -1.8438 2.0227
C -0.5676 -1.3882 -1.1090
H -0.6804 1.1564 -2.2596
H 1.1991 -3.0277 2.1165
H -0.7928 -1.8020 -2.0469
H 2.0449 -1.5923 1.9981
H 0.6108 -1.5780 2.9757
H -1.0087 2.6967 0.5869

=====

#b
The following is a DFT calculation (ωB97M-V/def2-TZVPD) of C3H6N4S as an isolated structure.

Summary:
HOMO level	-7.9	eV
LUMO level	0.2724	eV

CARTESIAN COORDINATES (ANGSTROEM)
S 0.5671 -2.0096 -0.6022
N -0.3860 0.4084 0.2221
N -0.3992 1.7036 -0.2677
N -1.0814 0.0789 1.3711
N -0.0212 1.9017 -1.3829
C 0.4482 -0.3138 -0.6307
C 0.6237 0.7164 -1.6846
C -0.1773 -0.0310 2.6919
H -0.0018 0.9528 3.4757
H 1.0967 0.6075 -2.5951
H -1.1808 2.4130 0.2813
H 0.8665 -0.5052 2.2743
H -1.2049 -0.9592 1.1829
H -0.8030 -1.2332 3.1582

=====

#c
The following is a DFT calculation (ωB97M-V/def2-TZVPD) of one molecule with the formula C3H6N4S.

Summary:
HOMO level	-7.5	eV
LUMO level	0.6390	eV
structure (SMILES)	C/N=c1\[nH]cnn1S

CARTESIAN COORDINATES (ANGSTROEM)
S 2.4488 -0.9216 1.3603
N 1.1010 -1.0853 0.3534
N -0.4100 -0.4272 -0.9988
N 1.1620 -1.8672 -0.6569
N 0.0278 0.8612 0.9469
C 0.2901 -1.3808 -1.6190
C 0.2783 -0.1072 0.1625
C -1.0651 1.5876 0.6647
H 1.4330 -0.3134 2.1759
H -1.3540 -0.0358 -1.3087
H -0.0335 -1.6958 -2.7073
H -1.8731 1.0392 0.9665
H -1.1592 2.4630 1.1440
H -0.8461 1.8833 -0.4835

=====

#d
The following is a DFT calculation (ωB97M-V/def2-TZVPD) of C3H6N4S as an isolated structure.

Summary:
HOMO level	-7.6	eV
LUMO level	0.3579	eV

CARTESIAN COORDINATES (ANGSTROEM)
S 0.9638 1.9340 -2.1915
N 1.4334 -0.7134 1.4080
N 0.3163 -0.8618 0.4991
N -0.9193 -1.3238 1.0462
N 1.1233 0.6008 -1.1038
C -1.7701 -0.4805 0.4151
C -1.3431 0.5759 -0.3750
C 0.0965 0.1261 -0.3974
H 2.6466 -0.3074 0.7066
H -2.1231 1.1026 -1.0135
H -1.1181 -2.4048 0.7610
H 1.0784 0.3641 2.0488
H 2.4858 2.3348 -2.1212
H -2.8704 -0.9466 0.3178

=====

So which one is most stable? That would be #a, about 0.860 eV below the next structure.

=====

#a
The following is a DFT calculation (ωB97M-V/def2-TZVPD) of C38H41BrN6O4RuS2 as an isolated structure.

Summary:
HOMO level (spin up / spin down)	-10.6 / -10.6	eV
LUMO level (spin up / spin down)	-2.8825 / -3.1936	eV
charge	+1
spin multiplicity	2

CARTESIAN COORDINATES (ANGSTROEM)
Ru 0.8996 -0.3746 0.0543
Br 3.4393 2.0004 -6.5277
S -0.5074 -1.3392 1.5011
S 2.7331 -0.3943 1.3274
O 0.1304 0.9856 -1.6254
O 2.4764 -0.0743 -1.7883
O 0.4964 1.3665 0.9336
O 0.6073 -1.8288 -1.2495
N 3.3437 0.3707 3.7606
N 1.4056 1.3154 3.0729
N -0.9482 -3.3168 -0.3846
N -1.6950 2.5684 -2.5222
N -1.3446 -3.8014 1.7940
N -1.5077 3.6183 -4.4622
C -1.8381 -5.1199 1.3652
C -1.1865 -3.8925 -5.3618
C -0.4727 3.2346 3.8577
C 5.6955 0.1521 2.9879
C 2.4272 0.4993 2.8076
C -2.5419 3.8718 2.1165
C -4.8406 5.0011 -3.6057
C -0.6199 -3.1355 -2.7509
C -0.9350 2.7626 -3.5776
C 0.8437 1.2740 -2.7382
C -0.1573 -2.3684 -3.8182
C -0.3046 -2.7194 -1.3575
C -4.9612 4.3260 -2.3788
C -0.4453 -2.7429 -5.1201
C -1.3620 -3.5555 3.2393
C 2.3465 0.4354 6.0241
C 0.3752 2.1236 -3.7425
C 0.5281 1.6937 2.1586
C -0.9085 -2.9239 0.8920
C -3.9683 3.4864 -1.9196
C -2.7318 4.0043 -3.9347
C -1.6458 -4.6614 -4.3011
C 4.5068 -0.5158 3.6627
C -1.4543 4.1300 4.2482
C -0.7140 -6.1338 1.2366
C 3.6233 -0.9113 -1.9403
C -1.5610 2.9769 1.7226
C -0.5214 2.6543 2.5926
C 1.1659 2.3418 -4.8751
C -3.7270 4.8528 -4.4073
C 3.2270 1.1445 5.0093
C -1.3672 -4.2832 -2.9976
C 2.3888 1.7234 -4.9880
C -2.4879 4.4497 3.3780
C -2.6491 -2.8944 3.7088
C -2.8369 3.3331 -2.7179
C 2.8788 0.8951 -3.9806
C 2.1084 0.6912 -2.8554
H -1.5894 2.5202 0.7427
H 1.3372 0.3201 5.6297
H -3.5182 -3.4933 3.4333
H -5.8557 4.4695 -1.7876
H 0.3378 2.9760 4.5245
H 5.4575 0.4317 1.9618
H 4.2407 1.2712 5.3889
H -2.7623 -1.9018 3.2745
H 2.8312 2.1272 4.7720
H 2.2953 1.0169 6.9447
H -2.3562 -4.9979 0.4182
H -0.0067 -5.8198 0.4691
H 2.7417 -0.5519 6.2691
H -3.2527 5.1518 3.6838
H 4.5199 -0.3098 -2.0905
H -3.3486 4.1246 1.4408
H -5.6430 5.6497 -3.9303
H -0.0902 -2.1419 -5.9471
H -2.5662 -5.4352 2.1126
H -0.4922 -2.9567 3.5048
H 0.4192 -1.4758 -3.6180
H 5.9958 1.0511 3.5276
H -1.4132 4.5827 5.2300
H -3.6382 5.3708 -5.3527
H 4.2146 -1.4251 3.1391
H 3.8454 0.4274 -4.0925
H -1.2450 -4.5299 3.7136
H -2.2211 -5.5577 -4.4912
H -1.1129 3.9284 -5.3319
H -0.7356 1.5460 -1.6541
H -1.1181 -7.1066 0.9556
H 3.4726 -1.5943 -2.7771
H -2.6376 -2.7921 4.7942
H 4.7622 -0.7985 4.6836
H -4.0585 2.9584 -0.9793
H -0.1763 -6.2516 2.1788
H -1.4065 -4.1898 -6.3789
H -1.7207 -4.8724 -2.1628
H 3.7171 -1.4770 -1.0196
H 6.5436 -0.5323 2.9681
H 0.8272 2.9918 -5.6701

=====

#b
The following is a DFT calculation (ωB97M-V/def2-TZVPD) of C38H41BrN6O4RuS2 as an isolated structure.

Summary:
HOMO level (spin up / spin down)	-10.3 / -10.3	eV
LUMO level (spin up / spin down)	-2.9384 / -4.0825	eV
charge	+1
spin multiplicity	2

CARTESIAN COORDINATES (ANGSTROEM)
Ru 0.4061 0.0030 -0.6528
Br 5.3422 3.2231 3.6945
S -1.3028 -1.3950 -0.3738
S -0.1151 0.5096 -2.7266
O 0.6155 0.0443 1.7184
O -0.6871 1.5472 0.1049
O 2.3452 0.9796 -0.0013
O 1.6918 -1.4550 -1.2709
N -0.0460 -0.4625 4.3631
N -0.3916 2.8512 -3.9008
N -1.2852 -4.0114 -0.0118
N 0.3417 -3.3376 -1.4329
N 0.9895 0.8199 5.8604
N -0.7268 3.0404 -1.6783
C -1.9638 6.0405 0.9345
C 3.6981 2.0214 1.7352
C -3.7715 -3.9530 0.2050
C -0.8999 2.6893 -0.4163
C -2.1317 4.4108 2.6975
C -0.8787 -5.4024 -0.2892
C -1.7407 -1.5354 5.9182
C -1.3693 -5.9146 -1.6354
C -1.2788 1.5423 -5.8342
C 4.0703 -2.8404 -4.3744
C 2.2124 -4.4960 -3.1400
C 2.6030 1.2956 1.3194
C 3.0618 -5.0088 -4.1055
C -0.4205 2.2560 -2.7125
C 1.8667 0.9711 3.5930
C -1.4618 -0.7048 8.1847
C -2.2710 4.5062 -3.9324
C -2.2624 5.7199 2.2517
C 2.2916 -3.1522 -2.7825
C 3.2262 -2.3281 -3.4035
C 3.9899 -4.1818 -4.7241
C 1.3731 -2.5865 -1.7616
C -1.3907 3.7425 0.5049
C -2.4223 -3.8162 0.8935
C -0.6532 -3.0096 -0.6165
C 2.9688 1.7168 4.0226
C -0.0630 2.1459 -5.1465
C -0.0178 0.1103 6.4848
C -0.6811 -0.7049 5.5611
C -1.6965 3.4265 1.8278
C -0.4130 0.1140 7.8238
C -2.1162 -1.5182 7.2445
C 3.8551 2.2263 3.1017
C 3.4144 1.1590 -0.9519
C -0.7704 4.2735 -4.0166
C 1.6879 0.7789 2.2314
C 0.9427 0.4555 4.6112
C -1.5312 5.0563 0.0622
H 0.6743 1.3763 -4.9255
H -4.5702 -3.7780 0.9255
H -2.3187 -4.5538 1.6897
H 0.0941 0.7388 8.5461
H 4.6525 -4.5835 -5.4793
H -3.9091 -4.9510 -0.2094
H 3.2774 -1.2841 -3.1274
H -1.9987 2.3103 -6.1140
H -2.9343 -2.1471 7.5701
H -2.0667 7.0600 0.5881
H -1.6109 2.4065 2.1764
H 4.4225 2.4211 1.0437
H -2.2474 -2.1637 5.1968
H 1.4873 -5.1298 -2.6492
H 4.7916 -2.1963 -4.8596
H 3.6519 2.2172 -1.0421
H -0.3849 4.6121 -4.9768
H 3.0032 -6.0546 -4.3754
H -2.4564 -5.8952 -1.6980
H -0.1327 0.6668 1.6009
H -1.2882 -6.0049 0.5204
H 4.2846 0.5874 -0.6335
H -0.2305 -0.8839 3.4705
H -2.5987 6.4905 2.9326
H -1.0442 -6.9466 -1.7693
H 0.4212 2.8734 -5.7967
H -0.9665 1.0277 -6.7427
H 0.2061 -5.4574 -0.2302
H -1.2925 5.2946 -0.9644
H -1.7897 -0.7249 9.2154
H 3.0997 1.8781 5.0824
H 3.0396 0.7749 -1.8952
H -2.4775 5.5723 -4.0280
H -2.8014 3.9893 -4.7313
H -0.2541 4.8241 -3.2339
H -1.7753 0.8195 -5.1866
H -0.9621 -5.3157 -2.4476
H -2.6615 4.1667 -2.9746
H -3.8710 -3.2241 -0.5998
H -2.3288 -2.8341 1.3520
H -2.3682 4.1584 3.7223

=====

So which one is most stable? That would be #a, about 0.325 eV below the next structure.

=====

#a
The following is a DFT calculation (ωB97M-V/def2-TZVPD) of one molecule with the formula C7H11N3O2.

Summary:
HOMO level	-10.3	eV
LUMO level	0.6742	eV
structure (SMILES)	CCOC(=O)[C@@]1(CC#N)NN1C

CARTESIAN COORDINATES (ANGSTROEM)
O 0.9368 -0.1269 -1.6058
O 0.6759 -0.8125 0.5021
N -2.2764 0.5145 -1.3570
N 0.1438 0.6106 3.0079
N -1.3942 1.6773 -1.0907
C 1.9877 -1.2719 0.7440
C -1.9605 -0.0503 -2.6417
C 2.9338 -0.2095 1.2365
C 0.2874 -0.1222 -0.6046
C -1.5787 0.3127 1.0905
C -1.0971 0.4708 -0.3848
C -0.6270 0.5286 2.1632
H 2.4670 0.4848 1.8994
H -2.9156 0.0459 -3.3422
H -1.7668 2.3879 -0.3623
H 3.8014 -0.6624 1.8052
H 1.8184 -1.8854 1.6413
H -1.0519 0.2534 -3.1262
H 3.4060 0.5809 0.4819
H -1.9348 -0.7070 1.0189
H 2.4099 -1.8770 -0.0627
H -2.3537 1.0269 1.3315
H -1.9111 -1.1692 -2.3445

=====

#b
The following is a DFT calculation (ωB97M-V/def2-TZVPD) of a 2-piece molecular cluster, C7H11N3O2 overall.

Summary:
HOMO level	-9.3	eV
LUMO level	0.8908	eV
structure (SMILES)	C=CCNC=O.Nc1ccon1

CARTESIAN COORDINATES (ANGSTROEM)
O -0.9093 -1.1822 0.4816
O 1.8480 -2.5418 -0.1399
N 2.0793 -0.7013 -1.4865
N -0.4006 -0.2012 1.3700
N -1.2811 1.0289 3.1731
C 2.1441 0.7238 -1.6261
C -0.3265 0.9520 -2.0609
C -2.2121 -1.3486 0.6963
C -1.4071 0.1021 2.1202
C 1.9205 -1.3314 -0.2990
C -2.5911 -0.5663 1.7293
C 0.9180 1.4089 -2.1511
H 1.1309 2.3688 -2.6195
H -2.7349 -2.0240 0.0339
H -1.1850 1.4966 -2.4511
H 2.4155 1.1223 -0.6323
H 1.9271 -0.6112 0.5372
H -0.5409 -0.0046 -1.5697
H 1.9718 -1.2317 -2.3616
H -0.3173 1.1090 3.4596
H 3.0075 0.9388 -2.2710
H -1.8715 0.8587 3.9705
H -3.5855 -0.3655 2.0970

=====

So which one is most stable? That would be #b, about 1.434 eV below the next structure.

=====

#a
The following is a DFT calculation (ωB97M-V/def2-TZVPD) of one molecule with the formula C7H11N3O2.

Summary:
HOMO level	-7.7	eV
LUMO level	-0.0446	eV

CARTESIAN COORDINATES (ANGSTROEM)
O -1.1577 -2.3212 1.3731
O -0.9678 -0.7907 2.9377
N -1.5050 -0.9630 -0.7188
N -0.8625 2.0832 -1.4455
N 0.4605 1.7935 0.4880
C -1.0919 0.1197 -0.0960
C 0.8497 0.3108 -1.4948
C 0.6968 -1.0735 1.1559
C -0.1406 1.0797 -0.6357
C 1.5385 -1.3796 0.2079
C -0.3996 -1.4876 1.8792
C 1.6648 -0.6746 -1.0154
H 1.2236 0.7697 -2.3937
H -1.4207 2.6501 -0.8358
H 2.5657 -0.8776 -1.5323
H 0.7243 2.7524 0.3212
H -0.2638 -0.3330 3.4676
H 2.4385 -1.9688 0.3724
H -0.7892 -1.2422 -1.3780
H 1.3075 1.3117 0.7232
H -1.6981 0.3272 0.8386
H -1.4247 1.6527 -2.1199
H -1.7484 -1.7387 -0.0991

=====

#b
The following is a DFT calculation (ωB97M-V/def2-TZVPD) of one molecule with the formula C7H11N3O2.

Summary:
HOMO level	-8.9	eV
LUMO level	-0.7575	eV

CARTESIAN COORDINATES (ANGSTROEM)
O 4.6269 0.6753 -0.0901
O 2.9002 1.5274 0.8847
N 0.1532 -0.4940 0.0600
N 3.4559 0.6729 0.1767
N 2.4643 -1.4787 -0.2749
C -0.6382 1.7113 -0.5920
C -1.0581 0.3327 -0.0720
C 2.7148 -0.3090 -0.3749
C 0.2162 -1.7511 0.0547
C 1.5515 -2.3071 -0.1151
C -2.0803 -0.3352 -0.9237
C -1.5516 0.6275 1.4205
H -0.8756 1.3954 1.9417
H -1.4161 -0.1814 2.0473
H -1.7124 -0.2193 -1.9411
H -3.0786 0.1428 -0.6355
H -1.5435 2.3036 -0.5222
H 0.0038 2.3493 -0.0453
H -2.0568 -1.4136 -0.4882
H -0.3247 1.7124 -1.6556
H 1.4846 -3.3526 -0.4751
H -0.5591 -2.5340 0.1905
H -2.6764 0.9254 1.4298

=====

So which one is most stable? That would be #a, about 3.459 eV below the next structure.

=====

#a
The following is a DFT calculation (ωB97M-V/def2-TZVPD) of a 2-piece molecular cluster, C12H31N4O2P2 overall.

Summary:
HOMO level	-10.5	eV
LUMO level	-6.2457	eV
charge	+1

CARTESIAN COORDINATES (ANGSTROEM)
P 0.0259 -0.9009 -5.4927
P -1.4265 0.2987 -4.3894
O -0.9790 3.0262 2.4181
O 1.0418 -0.5438 -1.9869
N 0.6042 -3.1352 -0.6906
N -0.1160 2.2304 2.4690
N -2.6202 -0.5072 -3.7451
N -1.0110 -2.1496 -6.0194
C 0.0377 1.6079 3.8499
C 1.4788 1.1517 4.1233
C 1.1432 -2.9208 -2.0272
C -0.2947 2.6274 4.9287
C -0.4010 2.2036 -0.0115
C -0.8008 -0.5381 2.7155
C 1.4278 0.8969 0.9543
C -0.9648 0.1958 1.3872
C 0.5948 -1.6875 -2.7434
C 1.1190 -1.6355 -4.1862
C -0.9362 0.4183 3.8977
C -0.0087 1.3829 1.2076
H 1.2970 -2.6639 -4.5060
H -2.6889 -0.3674 -2.7455
H -1.5647 -1.3120 2.7920
H -0.2536 1.5784 -0.8888
H 1.5215 0.7310 5.1245
H -1.9958 0.5533 1.2991
H 0.2256 3.0908 -0.1093
H -0.1121 2.1691 5.8963
H 2.2267 -2.7840 -1.9619
H 2.1030 -1.1618 -4.1984
H 0.1594 -1.0559 2.7529
H 1.8407 0.3832 3.4484
H -0.4341 -2.9242 -6.3241
H 0.9750 -3.8094 -2.6326
H -1.4440 2.5165 0.0060
H 1.7180 -0.0755 -2.4841
H -1.3352 2.9466 4.9032
H -0.2188 -3.7189 -0.7287
H -1.8553 1.1912 -5.3830
H 0.3374 3.5113 4.8447
H 2.1695 1.9934 4.0840
H -0.6688 1.0827 -3.4998
H -1.6551 -2.4701 -5.2987
H 0.3533 -2.2565 -0.2612
H -1.9604 0.8029 3.9359
H -0.7577 -0.1021 4.8369
H -0.7898 -0.4761 0.5479
H 2.1609 1.6865 1.1241
H -0.4948 -1.6945 -2.7024
H 1.5154 0.5813 -0.0803
H 1.7113 0.0331 1.5501

=====

#b
The following is a DFT calculation (ωB97M-V/def2-TZVPD) of a 2-piece molecular cluster, C12H31N4O2P2 overall.

Summary:
HOMO level	-10.3	eV
LUMO level	-6.7163	eV
charge	+1

CARTESIAN COORDINATES (ANGSTROEM)
P 3.6882 2.6823 1.3789
P 2.6878 4.6083 1.5980
O 0.8486 -3.3169 -2.1192
O 0.2809 2.2706 0.1055
N 3.5712 1.7500 2.6544
N 2.8207 4.9028 3.2854
N -1.7228 1.7278 2.1477
N -0.1366 -2.6281 -2.1134
C 0.8826 4.3607 1.2429
C -2.6418 -2.7841 -2.4551
C -1.5454 -3.7258 -0.3816
C 0.0818 -1.3730 -1.2788
C -0.8475 -0.2272 -1.7276
C -1.1163 3.0152 1.8536
C -1.3835 -3.4701 -1.8896
C 0.3307 2.9307 1.3755
C -1.3045 -4.7968 -2.6405
C 1.4914 -0.8201 -1.4662
C -1.4592 -2.4543 0.4641
C -0.1540 -1.7007 0.2013
H -1.6673 3.5032 1.0571
H -1.5807 1.5011 3.1193
H -0.9096 -0.1606 -2.8150
H -2.3197 -1.8107 0.2705
H -3.5037 -3.4262 -2.2954
H 0.9110 2.3161 2.0514
H 0.5979 4.7587 0.2778
H 1.6997 -0.6222 -2.5187
H -1.1852 3.6607 2.7181
H 2.1603 5.6410 3.4854
H 2.5872 4.0815 3.8382
H 5.0301 3.0377 1.1509
H 2.2621 -1.4867 -1.0801
H -2.8844 -1.8352 -1.9866
H 0.6819 -2.2999 0.5777
H -2.5471 -2.6173 -3.5280
H -0.5196 -5.4508 -2.2631
H -1.1325 -4.6361 -3.7051
H -2.5017 -4.2190 -0.2212
H -2.2458 -5.3255 -2.5280
H -0.4672 0.7233 -1.3664
H 0.4600 2.9013 -0.5911
H 0.3498 4.9693 1.9593
H -0.7726 -4.4277 -0.0503
H 1.5730 0.1170 -0.9220
H -1.3175 0.9987 1.5832
H -1.5130 -2.7205 1.5203
H 3.1538 0.8607 2.4132
H -1.8570 -0.3004 -1.3300
H 3.2261 2.0825 0.1849
H -0.1410 -0.7652 0.7582

=====

So which one is most stable? That would be #a, about 0.708 eV below the next structure.